Record 1
DFT (ωB97M-V/def2-TZVPD) results for a molecular structure, C17H27IN7O3Pt in a non-equilibrium geometry.

Cartesian coordinates (Å):
Pt -0.439062 -0.652577 -0.235237
I -1.678126 -2.915217 1.225687
C -1.617943 -3.323109 -0.886264
C -2.072697 -4.560632 -1.401966
C -2.061025 -4.762941 -2.782097
C -1.808996 -3.628548 -3.510991
C -1.456564 -2.394874 -2.940809
N -1.285230 -2.295781 -1.626580
H -2.227707 -5.399014 -0.688843
H -2.386528 -5.737135 -3.100044
H -1.806507 -3.658217 -4.576503
H -1.278911 -1.490148 -3.565158
O 1.949019 -2.576114 1.755324
C 2.227067 -2.513652 0.572406
C 3.418981 -3.149166 -0.185000
C 3.489152 -2.218541 -1.443023
C 2.181952 -1.417360 -1.388990
O 1.774315 -0.575430 -2.209078
N 1.479460 -1.684334 -0.281415
H 3.167834 -4.116563 -0.605170
H 4.405015 -3.089857 0.298228
H 3.676364 -2.752245 -2.388152
H 4.256124 -1.481434 -1.266672
C -4.279242 3.843314 0.322810
N -3.767310 2.454593 0.112888
C -4.548056 1.419483 -0.601214
C -3.447700 0.470341 -1.042646
O -3.602170 -0.537955 -1.705221
N -2.229408 0.852387 -0.432196
C -2.452878 2.043231 0.140618
N -1.519014 2.856361 0.644157
H -4.982725 3.972001 -0.461805
H -3.448635 4.513832 0.302110
H -4.778049 3.840271 1.337108
H -5.026614 1.874515 -1.519130
H -5.333680 0.930635 0.030462
H -0.496826 2.696019 0.580378
H -1.773774 3.694915 1.145567
C 2.773476 3.253810 1.128543
C 2.406780 1.948515 1.811847
C 1.982194 2.189921 3.218724
C 3.471613 0.856316 1.524383
N 1.180703 1.612438 1.019715
N 0.394831 0.514185 1.547248
H 3.743510 3.580406 1.506307
H 2.021035 3.989772 1.405454
H 2.885028 3.191880 0.069066
H 2.718880 2.595407 3.870667
H 1.658436 1.213985 3.598202
H 1.013115 2.739811 3.220861
H 4.387687 0.935037 2.108786
H 3.695984 0.881462 0.429585
H 3.054609 -0.097174 1.709289
H 1.584247 1.376574 0.116032
H -0.233250 0.918906 2.293719
H 1.041214 -0.232307 1.798030

Atomic forces in eV per Å
Pt -0.4 0.0 -0.1
I 0.3 0.1 -0.9
C -1.0 -1.5 0.1
C 1.1 -0.1 1.5
C -0.6 0.8 2.1
C 0.5 1.0 -1.0
C 0.3 -0.5 -0.7
N -0.1 0.7 0.3
H -0.2 0.8 -0.7
H 0.2 0.0 -0.8
H -0.2 -0.1 -0.6
H 0.0 -0.9 0.7
O 0.4 -0.4 -0.3
C -0.5 0.5 0.5
C -0.3 1.6 -1.4
C -0.5 0.0 0.5
C -0.4 0.5 -1.7
O 0.4 -0.6 0.6
N 0.4 -0.8 0.7
H 0.0 -0.5 0.7
H -0.8 -0.5 0.4
H -0.2 0.5 0.3
H 0.5 0.3 -0.3
C 0.0 -2.6 1.9
N 0.6 -0.6 -0.2
C -0.2 1.2 -0.5
C 0.3 -1.7 0.5
O 0.1 1.1 0.5
N -0.2 -0.2 -0.3
C -1.1 1.0 -0.3
N 0.7 0.0 0.3
H -0.6 0.7 -0.5
H 0.2 0.7 -0.2
H 0.4 0.4 -1.2
H 0.3 -0.5 1.0
H 0.8 0.3 -0.6
H -0.6 -0.5 0.0
H -0.2 -0.2 -0.2
C 0.9 0.5 1.4
C 0.1 0.4 -1.8
C -1.8 -1.4 0.2
C -0.1 1.2 -0.5
N -0.3 0.0 0.5
N 0.1 0.9 -0.7
H 0.0 0.2 0.1
H 0.1 0.2 -0.2
H -0.2 -0.2 -0.8
H 0.5 0.5 0.4
H 0.4 0.0 0.5
H 0.9 0.3 0.1
H 0.0 0.2 -0.1
H 0.1 0.1 0.8
H -0.4 -1.3 0.4
H -0.7 -0.6 -0.3
H 1.2 -1.1 -1.0
H -0.4 -0.2 1.0

Results
- 2S+1: 3
- HOMO-LUMO gap (alpha / beta): 7.87 / 7.20 eV
- Total charge: +1
- ⟨S²⟩: 2.007
- HOMO level (alpha / beta): -10.52 / -11.80 eV

Partial atomic charges computed with the natural (NBO) method, in multiples of e:
1. Pt 1.123
2. I 0.292
3. C 0.124
4. C -0.263
5. C -0.146
6. C -0.222
7. C 0.083
8. N -0.522
9. H 0.244
10. H 0.248
11. H 0.234
12. H 0.240
13. O -0.611
14. C 0.687
15. C -0.510
16. C -0.498
17. C 0.662
18. O -0.653
19. N -0.764
20. H 0.243
21. H 0.247
22. H 0.246
23. H 0.232
24. C -0.398
25. N -0.397
26. C -0.328
27. C 0.668
28. O -0.566
29. N -0.709
30. C 0.652
31. N -0.806
32. H 0.223
33. H 0.208
34. H 0.218
35. H 0.239
36. H 0.249
37. H 0.454
38. H 0.408
39. C -0.605
40. C 0.105
41. C -0.622
42. C -0.633
43. N -0.512
44. N -0.710
45. H 0.222
46. H 0.210
47. H 0.215
48. H 0.242
49. H 0.208
50. H 0.206
51. H 0.237
52. H 0.211
53. H 0.207
54. H 0.376
55. H 0.404
56. H 0.409

Record 2
DFT (ωB97M-V/def2-TZVPD) results for 2 unconnected molecules or ions with the total composition C5H14OSi in a non-equilibrium geometry.

Cartesian coordinates (Å):
C -1.274041 2.270894 0.429221
C 0.835605 1.860264 1.680182
C 0.418517 -3.880468 -2.137156
C -0.623689 -0.036890 0.852690
C -0.006952 1.378727 0.521790
O 0.230779 -3.001796 -1.005686
Si 1.103682 -1.844316 -0.262966
H -1.907304 2.037005 -0.428646
H -0.968521 3.391471 0.078733
H -1.843644 2.092760 1.275985
H 1.858673 1.361852 1.979768
H 0.359918 2.109972 2.638892
H 1.286120 2.836125 1.163017
H 1.352222 -4.503992 -1.970420
H 0.560847 -3.492867 -3.142041
H -0.424174 -4.540071 -2.165127
H -0.711502 -0.511596 1.825132
H -1.553335 -0.073426 0.223031
H 0.600709 1.234193 -0.366169
H 1.914950 -1.195821 -1.437014
H 1.672944 -2.580312 0.846269

Atomic forces in eV per Å
C 2.7 2.5 -4.0
C 4.0 2.5 -0.9
C 1.7 -0.7 1.3
C 1.4 -1.2 -3.3
C -1.7 -2.4 2.4
O -0.5 -0.7 -1.6
Si -2.2 2.0 -0.5
H 0.1 -0.6 0.0
H -0.8 -2.2 1.8
H -1.0 0.6 1.9
H -2.2 0.1 -0.9
H -0.3 0.0 -0.6
H -0.9 -1.3 1.8
H -1.0 0.5 0.0
H -0.2 1.1 0.2
H -0.5 -0.4 0.1
H 0.1 0.6 0.2
H 0.8 -0.9 0.8
H -0.2 0.6 -0.2
H -0.2 -0.3 1.3
H 0.9 0.1 0.5

Results
- HOMO-LUMO gap: 8.47 eV
- Relative energy (zero: lowest compared OMol25 entry of this formula, charge and spin): 5.230 eV
- HOMO level: -7.92 eV

Partial atomic charges computed with the natural (NBO) method, in multiples of e:
1. C -0.603
2. C -0.621
3. C -0.231
4. C -0.564
5. C -0.284
6. O -0.941
7. Si 1.257
8. H 0.209
9. H 0.205
10. H 0.211
11. H 0.215
12. H 0.215
13. H 0.200
14. H 0.167
15. H 0.179
16. H 0.190
17. H 0.202
18. H 0.192
19. H 0.215
20. H -0.202
21. H -0.210

Record 3
DFT (ωB97M-V/def2-TZVPD) results for a molecular structure, C16H13F3MgN2O7S.

Cartesian coordinates (Å):
Mg -0.106012 0.383476 -1.510762
O 1.167190 3.014562 6.030827
C 1.559615 3.257183 4.761904
O 2.290376 4.172286 4.519505
C 1.028214 2.334095 3.705845
C -0.155332 1.620047 3.861145
C -0.614377 0.796681 2.847159
C 0.119308 0.682236 1.671931
C 1.287937 1.419990 1.494614
C 1.736534 2.238557 2.512274
N -0.312951 -0.132776 0.605955
C -0.760590 -1.301325 0.813067
C -1.203730 -2.134704 -0.312957
C -1.808574 -3.362161 -0.099453
C -2.216222 -4.103156 -1.199134
C -1.996167 -3.592613 -2.465722
C -1.375347 -2.356213 -2.591160
N -0.989435 -1.645272 -1.540267
H 0.693353 2.179035 6.095756
H -0.764088 1.735219 4.750448
H -1.562893 0.284085 2.950215
H 1.833189 1.331595 0.561467
H 2.636616 2.826381 2.395486
H -0.816484 -1.732281 1.814161
H -1.956594 -3.726162 0.908591
H -2.694493 -5.063743 -1.065348
H -2.294235 -4.136218 -3.350640
H -1.175508 -1.929686 -3.565999
F -2.472723 1.446241 -4.642633
C -1.401525 1.832738 -3.959259
F -0.774395 2.789733 -4.619035
F -0.556291 0.753636 -3.868479
S -1.786641 2.272401 -2.211723
O -2.263477 0.971101 -1.735389
O -2.668977 3.382599 -2.192358
O -0.424081 2.447853 -1.693544
C 3.159998 -1.720156 -0.928323
C 2.782177 -0.711141 -2.006936
O 3.442141 -0.595529 -3.017765
O 1.711117 -0.027279 -1.731073
H 4.114306 -2.185477 -1.158693
H 2.383320 -2.487470 -0.878197
H 3.205743 -1.228357 0.044503

Atomic forces in eV per Å
Mg 0.3 -0.3 0.1
O 0.0 0.1 0.1
C 0.0 0.0 -0.1
O 0.0 0.0 0.0
C -0.1 0.0 0.0
C 0.0 0.0 0.0
C 0.0 0.0 0.0
C 0.1 0.2 0.3
C -0.1 -0.1 -0.1
C 0.0 0.0 0.0
N 0.0 -0.1 -0.3
C 0.0 0.1 0.2
C -0.1 -0.2 -0.2
C 0.0 0.0 0.1
C 0.0 0.0 -0.1
C 0.0 -0.1 0.0
C 0.0 0.0 0.1
N 0.1 0.2 -0.1
H 0.0 0.0 0.0
H 0.0 0.0 0.0
H 0.0 0.0 0.0
H 0.0 0.0 0.0
H 0.0 0.0 0.0
H 0.0 0.0 0.0
H 0.0 0.0 0.0
H 0.0 0.0 0.0
H 0.0 0.0 0.0
H 0.0 0.0 0.0
F 0.1 0.1 0.1
C -0.1 0.1 -0.1
F -0.1 -0.1 0.1
F 0.0 0.0 -0.1
S -0.2 0.0 -0.2
O 0.0 -0.1 0.1
O 0.0 0.0 0.0
O 0.3 0.0 0.1
C 0.0 0.1 -0.1
C 0.0 -0.1 0.1
O 0.0 0.0 -0.1
O -0.3 0.1 0.1
H 0.0 0.0 0.0
H 0.0 0.0 0.0
H 0.0 0.0 0.0

Results
- HOMO-LUMO gap: 7.25 eV
- Relative energy (zero: lowest compared OMol25 entry of this formula, charge and spin): 0.354 eV
- HOMO level: -8.96 eV

Partial atomic charges computed with the natural (NBO) method, in multiples of e:
1. Mg 1.788
2. O -0.662
3. C 0.772
4. O -0.542
5. C -0.179
6. C -0.177
7. C -0.262
8. C 0.204
9. C -0.232
10. C -0.132
11. N -0.522
12. C 0.145
13. C 0.126
14. C -0.204
15. C -0.146
16. C -0.228
17. C 0.089
18. N -0.518
19. H 0.482
20. H 0.213
21. H 0.221
22. H 0.252
23. H 0.249
24. H 0.188
25. H 0.229
26. H 0.232
27. H 0.237
28. H 0.220
29. F -0.302
30. C 0.693
31. F -0.290
32. F -0.358
33. S 2.325
34. O -1.043
35. O -0.889
36. O -1.049
37. C -0.725
38. C 0.799
39. O -0.634
40. O -1.015
41. H 0.226
42. H 0.206
43. H 0.211

Record 4
DFT (ωB97M-V/def2-TZVPD) results for a gas-phase ion, C11H19BrNO (charge +1) in a non-equilibrium geometry.

Cartesian coordinates (Å):
C -2.151516 -1.585391 -1.037826
C -0.103477 1.152266 -0.905701
C 0.163302 2.775523 1.051520
C 1.527020 2.344487 1.515279
C -0.522298 1.485173 0.430964
C 1.342743 0.833425 1.909223
C 0.477296 -1.201049 -1.411328
C -0.714422 -2.150874 -0.877633
C 0.294591 0.214005 0.942510
C -0.015259 2.047324 -2.070565
C -0.599274 -3.932924 0.656501
N 0.709036 0.107383 -0.563428
O -0.361026 -2.550411 0.399609
Br -3.176014 -0.802891 0.397920
H -0.405428 3.091939 2.001125
H 0.258793 3.622628 0.422165
H 2.252720 2.493332 0.766370
H 1.845334 2.923966 2.424867
H -1.699571 1.427556 0.563217
H -2.346618 -1.174995 -2.033696
H 2.264285 0.305651 1.874552
H 1.077389 0.574200 2.900420
H 1.365735 -1.720183 -1.566168
H 0.181096 -0.799873 -2.377770
H -0.786849 -2.922132 -1.589174
H -0.256811 -0.565922 1.472955
H -0.990882 2.542589 -2.162066
H 0.174383 1.429194 -2.904583
H 0.645397 2.834096 -1.932936
H 0.262292 -4.562688 0.489655
H -1.448892 -4.182984 0.093371
H -0.968744 -4.109319 1.703143
H 1.705669 0.056898 -0.582492

Atomic forces in eV per Å
C 0.9 1.1 0.7
C -1.0 3.0 -0.7
C -1.7 -0.8 2.2
C -0.6 -1.0 2.7
C -2.4 0.5 1.9
C 0.6 0.2 -2.4
C -3.7 0.8 0.4
C 0.0 2.8 0.5
C -0.8 2.7 1.2
C -2.2 -1.4 0.7
C -0.6 0.2 1.9
N 0.9 -5.8 1.0
O 0.3 -0.3 0.4
Br 0.8 -0.8 -1.1
H 0.5 -0.4 -1.6
H -0.4 0.7 -0.9
H 1.1 -0.1 -0.9
H -0.2 -0.5 -1.0
H 2.4 0.4 0.0
H -0.4 -0.2 0.4
H 1.2 -0.5 -0.5
H -1.0 0.5 1.1
H 1.6 -1.0 0.3
H 0.0 0.0 -0.1
H 0.6 -1.5 -1.0
H 0.2 -0.3 -1.2
H 0.1 -0.3 -0.2
H 0.4 -0.1 -1.5
H 1.8 1.4 0.1
H 0.2 0.0 -0.3
H -0.9 -1.0 -1.1
H 0.7 0.6 -0.7
H 1.4 1.3 -0.3

Results
- HOMO-LUMO gap (alpha / beta): 7.79 / 8.37 eV
- Relative energy (zero: lowest compared OMol25 entry of this formula, charge and spin): 0.000 eV
- Total charge: +1
- HOMO level (alpha / beta): -11.85 / -12.07 eV

Partial atomic charges computed with the natural (NBO) method, in multiples of e:
1. C -0.232
2. C 0.297
3. C -0.407
4. C -0.416
5. C -0.299
6. C -0.439
7. C -0.200
8. C 0.015
9. C -0.024
10. C -0.688
11. C -0.256
12. N -0.429
13. O -0.550
14. Br 0.101
15. H 0.231
16. H 0.227
17. H 0.202
18. H 0.245
19. H 0.265
20. H 0.196
21. H 0.226
22. H 0.249
23. H 0.223
24. H 0.215
25. H 0.219
26. H 0.281
27. H 0.259
28. H 0.228
29. H 0.242
30. H 0.194
31. H 0.183
32. H 0.209
33. H 0.433